1.
Formula: C4H6O2
Source: OMol25
Level of theory: ωB97M-V with the def2-TZVPD basis set

## Properties
max |F|	1.38	eV Å⁻¹
structure (SMILES)	O=COC1CC1
LUMO energy	0.039	Eh
relative energy (zero: lowest compared OMol25 entry of this formula, charge and spin)	46.71	kcal per mole
gap between HOMO and LUMO	11.08	eV
HOMO level	-10.03	eV

Structure (XYZ):
```
12
Properties=species:S:1:pos:R:3:mulliken_charge:R:1
O -1.0718 -1.7222 0.4976 -0.551
C -1.2669 -1.3236 -0.6279 0.186
O -0.7858 -0.2174 -1.2120 -0.350
C 0.0039 0.8124 -0.4515 0.020
C 1.3714 0.4599 0.0847 -0.550
C 0.1829 0.5853 1.0077 -0.523
H -1.9188 -1.9372 -1.2708 0.376
H -0.2005 1.7650 -0.9395 0.349
H 1.7186 -0.5507 -0.1130 0.202
H 2.1840 1.1924 0.0594 0.257
H -0.2716 -0.3916 1.1709 0.318
H 0.0547 1.3277 1.7945 0.266
```



2.
Formula: C16H54N6O4
Source: OMol25
Level of theory: ωB97M-V with the def2-TZVPD basis set

## Properties
max |F|	4.79	eV Å⁻¹
LUMO energy	-0.041	Eh
gap between HOMO and LUMO	4.39	eV
HOMO level	-5.52	eV

Structure (XYZ):
```
80
Properties=species:S:1:pos:R:3:mulliken_charge:R:1
N 0.0948 -0.0771 0.0844 1.062
H -0.1995 -1.0347 0.2965 -0.203
H 1.1119 -0.0460 0.1569 0.249
H -0.3138 0.5568 0.7706 0.463
H -0.3300 0.3126 -0.7485 0.184
N -2.0863 -0.5407 -3.9523 -0.220
H -1.7288 0.1006 -3.2247 -0.122
H -2.7708 -1.1861 -3.5713 0.375
H -1.3067 -1.0074 -4.3976 0.397
H -2.7252 0.0234 -4.5045 0.421
N -3.4132 1.9314 -0.1591 -0.146
H -3.3121 1.8017 0.8608 0.188
H -4.3506 1.6614 -0.4290 0.350
H -2.7709 1.4564 -0.8013 -0.010
H -3.2477 2.9048 -0.4227 0.539
N -1.2379 4.0398 0.8564 -0.032
H -1.9007 4.7516 1.1411 0.371
H -1.3439 3.8770 -0.1538 -0.028
H -1.3764 3.1605 1.3720 0.118
H -0.3301 4.4607 1.0119 0.359
O -4.2061 2.1784 1.9028 -0.831
C -3.4082 1.8461 3.0136 -0.795
C -2.0912 1.0694 2.8563 -0.425
O -0.9922 1.4839 2.0962 -0.999
H -4.0424 1.1586 3.5879 0.391
H -3.3641 2.7521 3.6316 0.268
H -2.4428 0.2416 2.2216 0.072
H -1.8570 0.6391 3.8356 0.329
O -1.3428 1.2268 -1.9565 -0.760
C -0.6792 2.4099 -2.2483 0.204
C -1.4470 3.8085 -2.2786 -0.949
O -2.2218 4.2672 -1.1827 -0.936
H -0.2030 2.1741 -3.2078 0.175
H 0.1554 2.4726 -1.5374 -0.200
H -2.0932 3.9400 -3.1552 0.364
H -0.7019 4.5805 -2.5061 0.329
C -2.6290 -3.9754 0.2835 -1.442
C -1.8681 -2.6817 0.2872 -0.029
N -0.3801 -2.8586 0.3717 0.081
C 0.0836 -3.6665 1.4849 -0.656
C -0.0412 -2.9449 2.8710 -1.282
C 0.1298 -3.3181 -0.9443 -0.764
C 1.6273 -3.1709 -1.2266 -0.879
H -1.9857 -4.8253 0.0621 0.340
H -3.3817 -3.8511 -0.4984 0.386
H -3.2879 -4.1917 1.1244 0.355
H -2.1359 -2.0021 -0.5218 0.218
H -2.0290 -2.0933 1.1931 0.061
H -0.4870 -4.5949 1.4125 0.473
H 1.1383 -3.8448 1.2747 0.460
H -1.1215 -2.9348 3.0154 0.387
H 0.4821 -3.4354 3.6909 0.408
H 0.3690 -1.9349 2.8729 0.150
H -0.3493 -2.7408 -1.7389 0.200
H -0.2293 -4.3307 -1.1513 0.412
H 1.8863 -2.1226 -1.0733 -0.064
H 1.9078 -3.3800 -2.2589 0.483
H 2.2602 -3.7585 -0.5617 0.333
C 2.8542 0.3351 -2.5396 -0.744
C 3.1757 1.2129 -1.3254 -1.003
N 3.0086 0.3982 -0.0911 0.492
C 3.9333 -0.7077 0.1254 -0.791
C 3.4852 -1.5632 1.3022 -1.234
C 2.7276 1.3143 1.0284 -0.331
C 3.9930 2.0201 1.5471 -1.581
H 1.8705 0.4489 -2.9992 0.066
H 2.9645 -0.7334 -2.3580 0.088
H 3.4849 0.5286 -3.4102 0.423
H 4.2395 1.4572 -1.2997 0.494
H 2.4421 2.0144 -1.3849 0.416
H 4.1371 -1.3238 -0.7484 0.494
H 4.8692 -0.2619 0.4763 0.452
H 3.9903 -2.5308 1.3011 0.435
H 3.6555 -1.0633 2.2547 0.349
H 2.4491 -1.9016 1.2415 0.122
H 2.2442 0.7663 1.8378 0.428
H 2.0535 2.0749 0.6375 0.142
H 4.8273 1.4046 1.8841 0.290
H 3.7884 2.5918 2.4548 0.464
H 4.3233 2.7798 0.8378 0.348
```



3.
Formula: C14H18F3IN6O7Ti
Source: OMol25
Level of theory: ωB97M-V with the def2-TZVPD basis set

## Properties
max |F|	0.41	eV Å⁻¹
total charge	+1
LUMO energy (spin up / spin down)	-0.131 / -0.132	Eh
multiplicity	2
relative energy (zero: lowest compared OMol25 entry of this formula, charge and spin)	26.47	kcal per mole
gap between HOMO and LUMO (spin up / spin down)	7.49 / 7.47	eV
HOMO level (spin up / spin down)	-11.06 / -11.06	eV

Structure (XYZ):
```
50
Properties=species:S:1:pos:R:3:mulliken_charge:R:1
Ti 0.4507 -0.2429 0.6994 0.267
N -2.4564 1.2479 -1.4131 -0.475
N -2.8047 -0.0988 -1.4014 -0.141
C -2.5923 -0.8715 -0.3345 0.931
N -3.1569 -2.0639 -0.2936 -0.370
N -1.7690 -0.3570 0.6233 -0.450
N -1.7663 -0.9367 1.8510 1.318
O -0.7913 -0.5259 2.5145 -0.492
O -2.5671 -1.7293 2.2707 -0.684
H -3.2855 1.8131 -1.5328 0.276
H -1.7663 1.4279 -2.1278 0.193
H -3.2594 -0.5129 -2.2038 0.178
H -3.7722 -2.3725 -1.0275 0.207
H -3.0120 -2.6557 0.5076 0.161
F 1.7643 1.1377 -3.4523 -0.264
C 1.3768 0.1776 -2.6211 1.005
F 1.0819 -0.9075 -3.3259 -0.254
F 0.2148 0.6051 -2.0407 -0.147
C 2.4579 -0.1066 -1.5432 0.156
O 3.5518 -0.4229 -1.9045 -0.525
O 2.0336 0.0601 -0.3237 -0.532
C 2.7831 1.0716 2.6523 -1.128
N 2.7025 2.2591 1.8014 0.245
C 3.9086 3.0823 1.7496 -1.132
C 1.6103 2.5226 1.1149 1.320
C 1.4984 3.7720 0.2968 -1.874
O 0.6202 1.7314 1.1470 -0.478
H 3.5319 1.2543 3.4185 0.494
H 3.0800 0.2003 2.0664 0.307
H 1.8261 0.8902 3.1371 0.321
H 4.7667 2.4271 1.6102 0.376
H 4.0265 3.6322 2.6835 0.350
H 3.8723 3.7806 0.9218 0.424
H 1.7428 4.6557 0.8848 0.500
H 0.4782 3.8505 -0.0651 0.356
H 2.1761 3.7297 -0.5575 0.460
I 2.8703 -8.5090 -0.6835 0.147
C 2.2213 -6.5679 -0.3184 -0.016
C 1.4550 -5.9141 -1.2769 -0.659
C 1.0194 -4.6247 -1.0293 -0.353
C 1.3563 -3.9964 0.1668 -0.056
C 2.1310 -4.6555 1.1174 -0.425
C 2.5627 -5.9478 0.8779 -0.598
C 0.9003 -2.6261 0.4238 1.777
O 1.2816 -1.9729 1.4467 -0.724
O 0.1057 -2.0182 -0.3747 -0.685
H 1.2058 -6.4066 -2.2059 0.389
H 0.4289 -4.0937 -1.7638 0.449
H 2.3875 -4.1503 2.0385 0.461
H 3.1608 -6.4679 1.6125 0.393
```



4.
Formula: C32H51N8O2
Source: OMol25
Level of theory: ωB97M-V with the def2-TZVPD basis set

## Properties
max |F|	1.01	eV Å⁻¹
total charge	+1
LUMO energy	-0.127	Eh
relative energy (zero: lowest compared OMol25 entry of this formula, charge and spin)	6.29	kcal per mole
gap between HOMO and LUMO	5.68	eV
HOMO level	-9.14	eV

Structure (XYZ):
```
93
Properties=species:S:1:pos:R:3:mulliken_charge:R:1
C 8.0519 -6.8575 0.4833 -1.159
C 6.6643 -7.3922 0.8716 -0.210
C 5.5991 -7.1115 -0.1793 -0.685
O 4.3428 -6.7375 0.3844 -0.446
C 4.1694 -5.3700 0.5905 -0.692
N 3.0541 -4.8742 -0.2261 0.378
C 3.4226 -3.7140 -1.0876 -0.899
C 3.8382 -2.5048 -0.2740 -0.426
C 2.7219 -2.1447 0.6952 -0.726
N 2.1237 -3.3158 1.3808 -0.231
C 2.0006 -4.4100 0.5514 -0.407
N 0.8771 -5.0081 0.4321 0.216
C -0.3715 -4.6798 1.1189 -0.722
C -1.2200 -5.9187 1.3785 -0.806
C -1.9806 -6.4054 0.1577 -0.487
C -1.1393 -7.2007 -0.8188 -0.534
O -2.0151 -8.0265 -1.5597 -0.520
H 8.2994 -5.9723 1.0524 0.302
H 8.8161 -7.5831 0.7204 0.328
H 8.1445 -6.6332 -0.5731 0.340
H 6.3719 -6.9506 1.8139 0.275
H 6.7449 -8.4562 1.0266 0.377
H 5.9469 -6.3983 -0.9228 0.382
H 5.4184 -8.0356 -0.7125 0.367
H 5.0813 -4.8324 0.3681 0.566
H 3.9908 -5.2314 1.6562 0.228
H 4.1389 -3.9981 -1.8438 0.366
H 2.5082 -3.4297 -1.6049 0.448
H 4.0411 -1.6694 -0.9322 0.469
H 4.7439 -2.6952 0.2964 0.256
H 1.9335 -1.6755 0.1165 0.307
H 3.0446 -1.4265 1.4269 0.491
H 2.5756 -3.5482 2.2585 0.333
H 0.8925 -5.7903 -0.2214 0.262
H -0.1949 -4.1691 2.0469 0.426
H -0.9326 -4.0048 0.4852 0.427
H -0.6204 -6.7107 1.8145 0.325
H -1.9402 -5.6160 2.1242 0.377
H -2.5151 -5.5972 -0.3212 0.297
H -2.7426 -7.0850 0.5202 0.371
H -0.4310 -7.8036 -0.2477 0.334
H -0.6231 -6.5250 -1.5094 0.321
H -1.5092 -8.4214 -2.2861 0.343
N 3.0011 2.3979 -1.8166 0.108
C 2.3266 1.2087 -1.8058 -0.996
C 1.3224 1.3064 -0.8764 -0.078
C 1.3933 2.6064 -0.3096 -0.581
C 2.4367 3.2558 -0.9100 -0.451
H 3.7874 2.6072 -2.4053 0.199
H 2.6164 0.4019 -2.4581 0.469
H 0.6118 0.5335 -0.6311 0.533
H 0.7487 3.0153 0.4502 0.461
H 2.8224 4.2516 -0.7712 0.360
N -2.9546 2.9471 0.2531 0.070
C -3.4742 2.9732 1.5196 -0.299
C -2.9042 1.9468 2.2238 -0.831
C -2.0082 1.2763 1.3477 -0.054
C -2.0604 1.9203 0.1404 -0.760
H -3.1918 3.5870 -0.4824 0.217
H -4.1966 3.7167 1.8085 0.323
H -3.1058 1.7045 3.2536 0.394
H -1.3939 0.4214 1.5799 0.475
H -1.5406 1.7377 -0.7843 0.491
N 6.2101 4.4891 -2.3128 0.080
C 7.1934 3.5346 -2.3307 -0.290
C 8.3338 4.1198 -2.8084 -0.544
C 8.0291 5.4803 -3.0845 -0.473
C 6.7133 5.6786 -2.7676 -0.432
H 5.2664 4.3443 -2.0080 0.187
H 6.9972 2.5279 -2.0022 0.349
H 9.2832 3.6296 -2.9429 0.382
H 8.7013 6.2274 -3.4709 0.391
H 6.0948 6.5575 -2.8258 0.349
N -6.9186 5.1437 -1.5884 0.008
C -8.0093 5.8117 -1.1043 -0.655
C -7.9646 5.7554 0.2622 -0.381
C -6.7987 5.0259 0.6179 -0.314
C -6.1735 4.6642 -0.5460 -0.312
H -6.7000 5.0237 -2.5603 0.178
H -8.7210 6.2679 -1.7702 0.376
H -8.6881 6.1902 0.9320 0.453
H -6.4601 4.7941 1.6142 0.372
H -5.2716 4.1078 -0.7222 0.266
N -9.9934 8.2442 2.8306 0.033
C -9.7220 9.5196 2.4155 -0.520
C -10.7644 9.9359 1.6323 -0.372
C -11.7030 8.8704 1.5740 -0.341
C -11.1999 7.8418 2.3240 -0.557
H -9.3981 7.6881 3.4162 0.194
H -8.8151 10.0180 2.7116 0.377
H -10.8465 10.8975 1.1543 0.395
H -12.6400 8.8616 1.0432 0.409
H -11.5939 6.8635 2.5401 0.379
```



5.
Formula: C2H3F3
Source: OMol25
Level of theory: ωB97M-V with the def2-TZVPD basis set

## Properties
max |F|	2.91	eV Å⁻¹
structure (SMILES)	C=C(F)F.F
LUMO energy	0.027	Eh
relative energy (zero: lowest compared OMol25 entry of this formula, charge and spin)	40.81	kcal per mole
gap between HOMO and LUMO	10.95	eV
HOMO level	-10.21	eV

Structure (XYZ):
```
8
Properties=species:S:1:pos:R:3:mulliken_charge:R:1
C 0.1858 -0.7842 0.3467 -0.918
C -0.9571 -0.2809 -0.1272 0.595
F -1.2953 -0.1716 -1.4147 -0.215
F -1.9019 0.2671 0.6317 -0.212
F 1.2950 1.6301 0.1133 -0.394
H 1.3099 1.0196 -0.6071 0.409
H 0.3910 -0.5226 1.3149 0.304
H 0.9727 -1.1575 -0.2577 0.431
```



6.
Formula: C4H4O5
Source: OMol25
Level of theory: ωB97M-V with the def2-TZVPD basis set

## Properties
max |F|	7.93	eV Å⁻¹
structure (SMILES)	O=C(O)[C@H]1O[C@@H]1C(=O)O
LUMO energy	-0.025	Eh
relative energy (zero: lowest compared OMol25 entry of this formula, charge and spin)	80.51	kcal per mole
gap between HOMO and LUMO	10.54	eV
HOMO level	-11.22	eV

Structure (XYZ):
```
13
Properties=species:S:1:pos:R:3:mulliken_charge:R:1
C 2.0909 -0.1201 -0.2432 0.426
C 0.6636 -0.5650 -0.5801 0.018
C -0.4161 0.1768 0.1505 0.109
C -1.9504 0.3293 -0.0573 0.267
H 1.2493 0.4448 1.6901 0.360
H 0.4027 -1.1534 -1.3825 0.505
H -0.3076 1.2748 0.5334 0.322
H -2.5162 -1.7562 -0.0252 0.365
O 2.0206 0.4450 1.2090 -0.489
O 3.0722 0.2616 -0.9865 -0.487
O -0.0117 -1.0673 0.6335 -0.415
O -2.8263 -0.7509 -0.1450 -0.527
O -2.3994 1.3945 -0.2654 -0.453
```